Entry 1:
Computed, not measured: C5H13N as an isolated structure at a distorted geometry, with the ωB97M-V functional and the def2-TZVPD basis.

CARTESIAN COORDINATES (ANGSTROEM)
C  -2.3519  -0.3709  -0.5708
C  -1.0940  0.1440  0.1554
C  0.1748  -0.3060  -0.5472
C  1.3998  0.0252  0.2823
C  1.6010  1.4921  1.0645
H  -2.3094  0.2035  -1.4254
H  -3.2271  0.1715  -0.0322
H  -2.4429  -1.4673  -0.7205
H  -1.2491  1.2664  0.1701
H  -1.1024  -0.1809  1.3085
H  0.1795  0.1043  -1.5736
H  0.7728  -1.8378  -1.7630
H  0.8352  -2.1920  0.1485
H  1.4275  -0.7658  1.0545
H  2.2256  -0.0631  -0.4511
H  1.1860  1.4447  2.4121
H  2.9944  1.7039  0.8868
H  0.7531  2.4050  0.3923
N  0.2271  -1.7768  -0.7912

Values from the calculation:
HOMO-LUMO gap = 10.13 eV
2S+1 = 1

---

Entry 2:
Computed, not measured: a 2-piece molecular cluster, C5H13N overall at a distorted geometry, with the ωB97M-V functional and the def2-TZVPD basis.

CARTESIAN COORDINATES (ANGSTROEM)
C  -2.5760  0.2408  -2.2217
C  -2.2580  1.5238  -2.1324
N  -1.2869  2.0381  -1.2926
H  -2.0497  -0.5314  -1.6722
H  -3.4048  -0.1194  -2.8146
H  -2.8321  2.2507  -2.6873
H  -0.8074  1.3956  -0.6706
H  -0.6774  2.7675  -1.6169
C  1.9846  -1.3156  2.4505
C  0.8793  -0.7633  1.5600
C  1.4127  -0.4063  0.1740
H  1.6662  -1.7284  3.4120
H  2.7508  -0.5616  2.6506
H  2.4394  -2.1593  1.9444
H  0.3086  0.0450  2.0396
H  0.0941  -1.5331  1.4976
H  0.6005  0.0541  -0.4089
H  2.3413  0.1398  0.1970
H  1.4147  -1.3371  -0.4084

Values from the calculation:
HOMO-LUMO gap = 9.37 eV
structure (SMILES) = C=CN.CCC
2S+1 = 1

---

Entry 3:
Computed, not measured: a single C5H13N molecule at a distorted geometry, with the ωB97M-V functional and the def2-TZVPD basis.

CARTESIAN COORDINATES (ANGSTROEM)
C  1.6262  1.2669  0.9574
C  0.8576  0.6311  -0.1533
N  -0.3352  -0.2664  0.4505
C  0.1182  -1.1879  1.4562
C  -1.1458  -0.8473  -0.6353
C  -1.5068  0.2119  -1.7246
H  2.5414  0.7908  1.2744
H  1.8484  2.4001  0.6809
H  0.9347  1.3346  1.8500
H  1.3256  -0.0469  -0.8291
H  0.4766  1.4240  -0.9950
H  0.8523  -2.0146  1.0531
H  -0.7368  -1.5641  1.8417
H  0.5929  -0.7835  2.2451
H  -2.0586  -1.2888  -0.2910
H  -0.5853  -1.5329  -1.2007
H  -2.4583  0.0574  -2.3033
H  -0.8390  0.2402  -2.4939
H  -1.5081  1.1756  -1.1828

Values from the calculation:
HOMO-LUMO gap = 9.45 eV
structure (SMILES) = CCN(C)CC
2S+1 = 1

---

Entry 4:
Computed, not measured: C5H13N as an isolated structure at a distorted geometry, with the ωB97M-V functional and the def2-TZVPD basis.

CARTESIAN COORDINATES (ANGSTROEM)
C  2.1815  -0.2827  -0.0043
C  0.8825  -0.3185  0.7737
C  -0.3702  -0.0334  -0.0926
C  -0.2400  1.2783  -0.6649
C  -1.7466  0.0462  0.7494
H  1.9149  0.7767  -0.5955
H  3.2441  -0.1045  0.4420
H  2.0204  -0.8540  -0.9144
H  0.7537  -1.4808  0.8371
H  0.9158  0.2894  1.6989
H  -0.6627  2.2275  0.1314
H  1.0237  1.6700  -0.7792
H  -0.9798  1.7769  -1.4327
H  -1.4408  0.2986  2.0960
H  -2.6331  0.6901  0.0673
H  -2.2471  -1.1582  0.7208
H  -0.3779  -1.5776  -1.7712
H  -1.3941  -2.0908  -0.3913
N  -0.8442  -1.1530  -0.8702

Values from the calculation:
HOMO-LUMO gap = 9.79 eV
2S+1 = 1

---

Entry 5:
Computed, not measured: a single C5H13N molecule, with the ωB97M-V functional and the def2-TZVPD basis.

CARTESIAN COORDINATES (ANGSTROEM)
C  1.4385  -1.3722  -1.3930
N  0.0384  -1.3696  -1.0105
C  -0.5127  -0.0621  -0.7091
C  -0.1517  0.5012  0.6806
C  -1.2688  0.2718  1.7203
C  0.3702  1.9441  0.6343
H  1.8382  -2.3827  -1.2660
H  1.5532  -1.1388  -2.4548
H  2.0863  -0.7163  -0.8063
H  -0.1223  -2.0388  -0.2707
H  -0.1073  0.6192  -1.4622
H  -1.5927  -0.0919  -0.8590
H  0.6969  -0.1054  1.0016
H  -1.1098  -0.6451  2.2920
H  -1.3221  1.1041  2.4231
H  -2.2433  0.1907  1.2268
H  1.4574  1.9716  0.7400
H  0.1299  2.4536  -0.3006
H  0.0168  2.5730  1.4499

Values from the calculation:
HOMO-LUMO gap = 9.70 eV
structure (SMILES) = CNCC(C)C
2S+1 = 1

---

Entry 6:
Computed, not measured: an isolated ion of composition C5H13N2 and charge +1 at a distorted geometry, with the ωB97M-V functional and the def2-TZVPD basis.

CARTESIAN COORDINATES (ANGSTROEM)
C  1.0709  -1.3428  1.5558
C  0.2632  -1.0976  0.5449
N  0.5383  -1.4789  -0.8306
C  -0.9346  -0.1556  0.6573
C  -0.6546  1.1278  -0.0774
C  0.6463  1.8338  0.2590
N  -0.8777  0.8280  -1.6308
H  0.9643  -0.9527  2.5803
H  2.0336  -1.9186  1.4807
H  -0.1187  -2.2543  -0.9663
H  1.4257  -1.9714  -0.8402
H  -1.8590  -0.7274  0.4632
H  -0.9287  0.1292  1.7219
H  -1.4886  1.8293  0.0256
H  1.4270  1.8288  -0.4887
H  0.5321  2.8808  0.5361
H  0.9758  1.3411  1.1468
H  -0.7320  1.6525  -2.2097
H  -1.8678  0.6178  -1.7040
H  -0.3426  -0.0563  -1.7759

Values from the calculation:
charge = +1
HOMO-LUMO gap = 10.19 eV
structure (SMILES) = C=C(N)C[C@@H](C)[NH3+]
2S+1 = 1

---

Entry 7:
Computed, not measured: an isolated ion of composition C5H13N2 and charge +1 at a distorted geometry, with the ωB97M-V functional and the def2-TZVPD basis.

CARTESIAN COORDINATES (ANGSTROEM)
C  1.3681  -0.4768  -2.0314
C  0.5579  0.6658  -1.3916
N  -0.7226  0.1042  -0.7519
C  -0.6949  -1.2030  -0.0570
N  -0.7237  0.0152  0.6765
C  -1.9960  0.4526  1.3435
C  0.4475  0.4254  1.5122
H  0.6850  -1.2038  -2.4923
H  2.0647  0.0326  -2.7073
H  1.9469  -1.1274  -1.3184
H  1.1610  1.1752  -0.5874
H  0.1933  1.2927  -2.1366
H  -1.5949  -1.7250  -0.0851
H  0.3149  -1.7662  -0.0423
H  -2.0887  1.6167  1.5229
H  -3.0040  0.1874  0.7897
H  -2.1193  -0.1192  2.1757
H  0.3874  1.5117  1.7057
H  0.2846  -0.0520  2.3964
H  1.3725  0.1744  1.1529

Values from the calculation:
charge = +1
HOMO-LUMO gap = 12.17 eV
structure (SMILES) = CCN1C[N+]1(C)C
2S+1 = 1

---

Entry 8:
Computed, not measured: a 2-piece molecular cluster, C5H13N2 overall at a distorted geometry, with the ωB97M-V functional and the def2-TZVPD basis.

CARTESIAN COORDINATES (ANGSTROEM)
C  2.2562  -1.4260  1.3054
C  -1.5884  1.5126  -1.0396
C  1.8879  0.4782  0.0341
C  -1.3441  0.6919  0.2163
C  -1.2727  -0.7111  0.1874
N  -0.8201  -1.3122  -0.9055
N  1.5005  -0.8429  0.4908
H  2.0494  -2.4008  1.7282
H  3.3399  -1.1917  1.5619
H  -1.8337  2.5370  -0.9942
H  -2.5058  1.1048  -1.5036
H  -0.7928  1.4476  -1.7028
H  1.3805  1.2401  0.7122
H  1.5306  0.7417  -0.9164
H  2.8659  0.6974  0.1646
H  -2.1520  0.9416  0.9979
H  -0.3440  1.0306  0.7353
H  -1.5869  -1.4538  0.9123
H  -0.9686  -2.2466  -1.2322
H  -0.7055  -0.6557  -1.6625

Values from the calculation:
charge = +1
HOMO-LUMO gap = 8.78 eV
2S+1 = 1

---

Computed calculated total energy, in the same sequence as the records: -6880.837; -6884.959; -6883.727; -6878.789; -6885.366; -8369.028; -8366.192; -8367.061 eV.
Computed energy relative to the best compared isomer or geometry (same formula, charge and spin), in the same sequence as the records: 517.18; 119.49; 238.37; 714.82; 80.19; 171.96; 445.60; 361.80 kJ/mol.
Computed highest occupied orbital energy, in the same sequence as the records: -9.3; -8.3; -8.2; -8.9; -8.6; -13.3; -14.9; -13.5 eV.